No. 1
Computed, not measured: a cluster of 6 separate species, C21H33O11 in total at a distorted geometry, with ωB97M-V/def2-TZVPD.

Structure (XYZ):
```
65
Properties=species:S:1:pos:R:3:mulliken_charge:R:1
C -0.77736 -1.32157 -3.86365 0.0305
H 3.08975 5.75031 -0.26316 0.2472
O 1.20236 -1.37018 1.24905 -0.3069
H -3.10612 -3.22076 -2.43249 0.4636
C 2.55170 -0.10087 -2.24740 0.7772
C -0.89490 -3.20888 6.05099 -0.4400
H 1.04162 2.41040 -0.42134 -0.0908
C 3.35305 4.82339 -0.77265 -0.4357
H -0.13955 0.28265 0.89921 0.0838
C 0.41442 -1.81890 4.78775 0.3392
C -0.94470 -1.76878 4.12271 0.2033
H 4.15342 5.10844 -1.45548 0.3150
C -1.81608 -2.19428 5.33868 -0.6194
H -3.55408 2.24820 2.61381 0.4072
H -1.17090 -0.80592 3.66462 0.0235
C 3.81667 -0.46725 -1.50608 0.2129
C -0.00807 -0.78290 0.71103 0.1197
H -1.14163 -3.20811 7.11269 0.3132
H -2.43916 -0.47545 -2.80801 0.0485
H 5.10770 -0.02365 -4.24651 0.2875
H 1.92779 -0.98389 -2.10916 -0.0614
H -0.75703 -1.19636 -4.94624 0.3600
H -0.19111 -0.56717 -3.33897 -0.0500
H -0.89584 -1.09480 1.26120 0.0569
H -2.99477 -1.42920 -4.10636 0.3258
H -5.11366 0.58819 1.79147 0.3497
C -2.21886 -1.40017 -3.34136 -0.3762
O -4.34087 -0.78727 -0.48731 -0.5831
C 2.98579 2.86380 0.47101 0.6634
H -1.03832 -4.18582 5.58935 0.3029
O -3.38925 1.19253 -0.41568 -0.3547
H 1.41652 4.69027 -1.74308 0.3872
C -4.05454 0.36669 1.65991 -0.3428
C -3.24611 2.25274 0.51331 -0.5444
H -3.63617 -0.53398 2.10922 0.0937
H -2.72901 -2.64236 4.94641 0.3155
H 2.05077 0.79740 -1.88646 -0.2092
H -2.08595 -1.39458 6.02843 0.3266
H -0.88571 -2.50959 3.32533 0.1313
C -1.00343 -3.30960 -2.70643 0.4164
H 1.16324 3.92827 0.52403 0.3463
C -2.26241 -2.53500 -2.35508 -0.0050
C 3.05348 0.02889 -3.71750 -0.5370
H 3.24443 1.05975 -4.01576 0.2048
O 3.98722 -0.45110 -0.27471 -0.5341
H -2.15589 1.19649 2.05122 -0.0303
O 4.80050 -0.75761 -2.40805 -0.3804
H 2.37880 -0.33942 -4.49033 0.3185
H -2.08185 -2.29450 -1.30739 -0.1690
H -0.20172 -0.89931 -0.35530 0.0106
C -3.98883 0.13879 0.17558 0.5693
O 3.23243 1.92859 1.21969 -0.5555
O -0.60928 -4.36128 -2.18296 -0.6245
H 4.43273 -1.66727 -4.07881 0.2709
O 0.41311 -2.81870 5.72612 -0.3590
C -3.15422 1.58385 1.84775 -0.2061
H -4.16851 2.83299 0.53723 0.3035
C 4.39064 -0.64319 -3.70789 -0.4062
O 1.38901 -1.11619 4.56728 -0.5284
C 1.67945 3.25483 -0.16016 -0.1434
O -0.24405 -2.63382 -3.62791 -0.3847
H 2.47614 3.30857 -2.17178 0.0969
O 3.87537 3.78672 0.14812 -0.3928
C 2.19491 4.01395 -1.38983 -0.4012
H -2.38305 2.88281 0.29830 0.3499
```

Summary:
* HOMO energy (alpha / beta): -9.71 / -9.70 eV
* strongest force on any atom: 4.2 eV/Å
* electronic energy: -44831.0974 eV
* LUMO level (alpha / beta): 0.1 / -1.1 eV
* expectation value of S²: 0.75
* spin multiplicity: 2

No. 2
Computed, not measured: a structure of composition C15H17BeF3N2O2 at a distorted geometry, with ωB97M-V/def2-TZVPD.

Structure (XYZ):
```
40
Properties=species:S:1:pos:R:3:mulliken_charge:R:1
H 0.94198 -2.84571 -0.34750 0.2080
H 2.29552 -0.65964 -0.85081 0.1580
C 0.14541 4.17017 0.32756 -0.4197
C -4.02756 0.02980 0.24920 -0.5292
C 0.86166 -1.25913 3.36857 0.7230
H -2.01362 3.67277 0.55380 0.3496
H 2.33763 4.28057 0.03821 0.3934
C 1.55374 2.32246 -0.26651 0.1687
C -0.99106 3.35028 0.32042 -0.8731
N -1.32982 -0.25479 -0.35133 0.4646
F 1.35219 -0.00834 3.65286 -0.2556
H 1.45560 0.41810 -2.64598 0.3475
C 1.42932 3.67226 0.04173 -0.8462
H -0.24867 -0.43351 -2.59809 0.2959
H -3.52521 2.12154 0.56626 0.3412
H -4.09521 -2.11549 -0.07303 0.4179
H 2.49539 1.81929 -0.52210 0.4109
C 1.34627 -2.69185 -1.33596 -0.9234
C 0.84163 -0.47172 -2.44680 -1.5285
C -2.12072 -1.33869 -0.32177 0.1259
H 1.24707 -1.24981 -3.12411 0.6180
C -3.17545 1.13550 0.27094 -0.8811
H -1.63778 -2.29580 -0.49507 0.4191
H 3.13567 -1.76073 -1.86488 0.4265
H -5.08490 0.12262 0.48192 0.4251
C -1.83220 0.98192 -0.05839 0.3220
H 0.03821 5.21473 0.56340 0.4231
H 1.78857 -3.57635 -1.83851 0.3743
F 1.36679 -2.13502 4.27912 -0.2456
C 1.14968 -1.65354 1.86655 0.4020
N 0.46522 1.54676 -0.27913 0.5336
Be 0.30017 -0.04800 -0.26091 -0.8496
O 0.81840 -0.71931 1.00603 -0.0697
H 0.45910 -2.43023 -1.89875 0.4110
F -0.50331 -1.22809 3.52088 -0.2619
C -3.48582 -1.22429 -0.05572 -0.7857
C -0.79823 2.01699 -0.01674 0.7356
H 2.91266 -2.01384 -0.10387 0.3946
O 1.68502 -2.72638 1.69201 -0.5591
C 2.44666 -1.73551 -1.04348 -0.8612
```

Summary:
* HOMO energy (alpha / beta): -5.48 / -8.26 eV
* strongest force on any atom: 2.8 eV/Å
* electronic energy: -31459.2853 eV
* LUMO level (alpha / beta): -1.3 / -0.5 eV
* spin multiplicity: 1

No. 3
Computed, not measured: a cluster of 12 separate species, H24O12 in total, with ωB97M-V/def2-TZVPD.

Structure (XYZ):
```
36
Properties=species:S:1:pos:R:3:mulliken_charge:R:1
H -2.79846 0.74858 -2.70262 0.3131
O -0.14040 -0.58779 3.41851 -0.6056
H -0.44847 -0.67390 -0.56951 0.2846
O -2.84509 -1.48522 -3.93706 -0.6187
H 4.47471 -0.34205 0.84829 0.3163
H 0.04568 3.66862 -0.09000 0.3163
H -0.85350 3.33733 1.08201 0.3130
H 1.79975 -2.93792 3.99775 0.3269
H 2.66464 2.30179 1.52652 0.3254
O -4.86097 -1.55728 -0.20947 -0.6204
H 3.04196 1.52617 -2.78949 0.3031
O 1.93337 -3.64313 4.63104 -0.6383
O 2.10807 1.40464 -2.96073 -0.6282
H 1.75715 1.05620 -2.14118 0.3018
H 1.20141 -4.24162 4.48175 0.3132
H 2.23016 -2.33539 -1.56565 0.3259
O -3.93031 2.23208 0.96339 -0.6491
H -3.38564 -1.32399 -4.71039 0.3077
H -2.32773 2.07527 -3.25959 0.2890
H 5.18242 -1.12815 -0.23479 0.3011
H 0.23222 0.22007 3.77173 0.3099
H -3.49981 2.15836 0.11164 0.3133
O -2.61228 1.65267 -2.44924 -0.5905
H 0.32389 -0.69809 0.73232 0.2918
O 3.54818 2.06343 1.80719 -0.6157
O 4.55536 -1.22279 0.48219 -0.6319
H 3.34533 -3.16185 -2.17004 0.3103
O 0.34013 -0.32903 -0.15070 -0.5768
O 2.39326 -3.06290 -2.16595 -0.6238
H -5.38571 -1.17414 0.49345 0.3197
H -4.56729 2.93752 0.85008 0.3149
H -2.12004 -2.02113 -4.25855 0.3199
H -4.15077 -0.93060 -0.34768 0.3003
H -0.87512 -0.78698 3.99881 0.3101
O -0.02959 3.77041 0.85879 -0.6328
H 3.65345 2.49081 2.65718 0.3043
```

Summary:
* HOMO energy: -11.18 eV
* strongest force on any atom: 0.5 eV/Å
* electronic energy: -24959.4798 eV
* LUMO level: 0.0 eV
* spin multiplicity: 1

> Which formula does entry 1 have?

C21H33O11